No. 1
The following is a quantum chemistry calculation of the molecule C5H6S at a distorted geometry, from the Open Molecules 2025 dataset.

Output
E_LUMO (eV): 0.883
Frontier orbital gap (eV): 9.3194
HOMO energy (eV): -8.437
F_max (eV/Å): 3.7
Energy relative to the best compared isomer or geometry (same formula, charge and spin) (kJ/mol): 106.3

ORCA input file:
```
! RIJCOSX wB97M-V def2-TZVPD def2/J DEFGRID3
* xyz 0 1
C 1.30435 -1.32174 -0.67166
C 0.03262 -0.85680 -0.25524
C 2.21383 -0.37951 -0.89081
C -0.12694 0.42252 0.01267
C -1.17424 1.23666 0.73630
S 1.80394 1.21642 -0.27094
H 1.56860 -2.33353 -0.88986
H -0.63412 -1.59907 -0.52305
H 3.17332 -0.59385 -1.22897
H -1.62802 1.90013 -0.11978
H -1.92409 0.59706 1.16490
H -0.61298 1.69533 1.55394
*
```

***

No. 2
The following is a quantum chemistry calculation of C29H29IN7O6SW as an isolated structure, from the Open Molecules 2025 dataset.

Output
E_LUMO (eV): -9.385
Frontier orbital gap (eV): 6.4873
HOMO energy (eV): -15.873
F_max (eV/Å): 0.3
Energy relative to the best compared isomer or geometry (same formula, charge and spin) (kJ/mol): 0.0

ORCA input file:
```
! RIJCOSX wB97M-V def2-TZVPD def2/J DEFGRID3
* xyz 3 1
W -0.13817 0.59275 0.31104
C -3.34950 -0.19653 -0.31061
C -3.36060 0.92742 -1.32237
C -2.94973 2.21106 -0.66799
C -3.70827 3.35848 -0.86168
C -3.42642 4.50731 -0.14982
C -2.38199 4.47303 0.76551
C -1.65388 3.31512 0.88623
N -1.90607 2.19104 0.18363
N -2.00361 -0.76913 0.03499
C -2.18680 -1.52251 1.30801
C -2.10851 -0.56827 2.44861
C -2.81643 -0.76427 3.61427
C -2.62366 0.10030 4.68200
C -1.71220 1.13193 4.53523
C -1.04352 1.27649 3.33728
N -1.23851 0.45412 2.29039
C -1.59009 -1.75662 -1.00207
C -0.99891 -1.03555 -2.15087
C -1.05745 -1.51470 -3.44174
C -0.44784 -0.79580 -4.45836
C 0.19999 0.38736 -4.13749
C 0.23067 0.80981 -2.82739
N -0.36532 0.11483 -1.83084
H -3.96587 -1.03121 -0.64846
H -3.78476 0.17138 0.61928
H -4.38883 1.03867 -1.66673
H -2.77533 0.71108 -2.21522
H -4.53419 3.32583 -1.55918
H -4.01736 5.40301 -0.28741
H -2.12939 5.32992 1.37356
H -0.82148 3.28479 1.57448
H -1.38555 -2.25328 1.40546
H -3.13724 -2.05719 1.28322
H -3.50401 -1.59630 3.68466
H -3.16741 -0.03553 5.60735
H -1.50612 1.82378 5.33916
H -0.30637 2.05264 3.22674
H -2.43872 -2.37628 -1.29398
H -0.82471 -2.40703 -0.57258
H -1.58077 -2.43973 -3.64304
H -0.48443 -1.14877 -5.48079
H 0.68541 0.98818 -4.89327
H 0.73499 1.71685 -2.54977
O 1.98512 0.50156 -0.61608
S 3.03205 -0.44332 -0.10787
O 4.33759 0.02552 -0.41049
O 0.42164 -0.94106 0.74732
O 0.96912 1.57822 1.60817
C 4.41590 4.80265 2.37828
N 3.37003 4.20996 1.51664
C 3.12303 4.66783 0.27382
C 2.16543 4.15067 -0.55294
C 1.43069 3.06461 -0.06418
O 0.49221 2.41493 -0.63566
N 1.71023 2.63399 1.18065
C 2.65473 3.16104 2.08574
O 2.79632 2.73499 3.19043
H 4.95360 5.54733 1.80046
H 5.09429 4.01973 2.70559
H 3.95137 5.26185 3.24711
H 3.74456 5.49389 -0.04564
H 1.99226 4.54431 -1.54071
I 2.52752 -2.56709 -2.29190
C 3.93058 -3.68512 -1.12806
C 4.44290 -4.85685 -1.64374
C 5.36489 -5.51488 -0.83956
C 5.70609 -4.97263 0.38966
C 5.11621 -3.78374 0.78356
N 4.22328 -3.13717 0.02261
H 4.15363 -5.23717 -2.61203
H 5.81235 -6.44013 -1.17726
H 6.42323 -5.46118 1.03364
H 5.35909 -3.32222 1.73183
*
```

***

No. 3
The following is a quantum chemistry calculation of a 9-piece molecular cluster, C16H42O9 overall at a distorted geometry, from the Open Molecules 2025 dataset.

Output
E_LUMO (spin up / spin down) (eV): -2.814 / -8.984
Frontier orbital gap (spin up / spin down) (eV): 8.5294 / 2.3590
HOMO energy (spin up / spin down) (eV): -11.343 / -11.343
F_max (eV/Å): 4.1
Energy relative to the best compared isomer or geometry (same formula, charge and spin) (kJ/mol): 25.3

ORCA input file:
```
! RIJCOSX wB97M-V def2-TZVPD def2/J DEFGRID3
* xyz 1 2
C -31.89530 10.08282 -2.35425
C -33.28393 10.58511 -2.29443
C -33.33096 11.88179 -3.04610
O -32.05343 12.46230 -2.71085
C -31.13894 11.26150 -2.90738
H -31.58347 9.36014 -3.10831
H -31.53794 9.81791 -1.35917
H -33.58571 10.73317 -1.25756
H -34.10002 9.95722 -2.65199
H -34.11678 12.60405 -2.82490
H -33.51220 11.86137 -4.12074
H -30.22464 11.32661 -2.31754
H -30.83831 11.13884 -3.94790
C -27.92291 14.65173 -10.02793
C -29.40401 14.47788 -9.97242
C -29.59767 12.99593 -9.78407
O -28.27914 12.46992 -10.26174
C -27.54976 13.42826 -10.91216
H -27.50017 14.65168 -9.02324
H -27.68693 15.61942 -10.47065
H -29.77134 14.78634 -10.95120
H -29.71071 15.12246 -9.14866
H -30.40793 12.67180 -10.43716
H -29.78948 12.81653 -8.72618
H -27.74593 13.61478 -11.96802
H -26.48300 13.20680 -10.87972
C -31.28591 17.23718 -7.66555
C -32.64803 17.92290 -8.04626
C -32.87792 18.70474 -6.70237
O -31.93036 18.27713 -5.75311
C -31.42756 16.94957 -6.08851
H -30.38934 17.84754 -7.77381
H -31.14664 16.27631 -8.16096
H -33.44331 17.19733 -8.21713
H -32.66465 18.64599 -8.86170
H -33.88799 18.39802 -6.43075
H -32.85211 19.79039 -6.79614
H -32.10930 16.14788 -5.80458
H -30.45868 16.76119 -5.62604
C -36.09523 14.61012 -7.18702
C -34.74926 14.65353 -6.49412
C -33.84436 13.71842 -7.23134
O -34.40085 13.81906 -8.58130
C -35.73725 13.79143 -8.44397
H -36.52866 15.59625 -7.35367
H -36.81910 14.04917 -6.59587
H -34.64587 14.65173 -5.40904
H -34.30766 15.59254 -6.82785
H -34.00074 12.71545 -6.83422
H -32.77179 13.91062 -7.20410
H -35.95497 12.73404 -8.29355
H -36.31433 14.16189 -9.29122
O -28.59711 10.67348 -5.87797
H -28.68116 9.84283 -5.40980
H -28.40186 11.31516 -5.19507
O -30.91247 14.91404 -3.25012
H -31.43354 15.68879 -3.03921
H -31.39516 14.18623 -2.85828
O -28.27100 12.79138 -3.91819
H -28.75923 13.03050 -3.13036
H -27.48706 13.33991 -3.89044
O -30.78936 13.35458 -5.84900
H -29.87345 13.07650 -5.85454
H -30.88277 13.85689 -5.03956
O -31.22588 10.27877 -6.91990
H -30.30329 10.37576 -6.68400
H -31.64916 11.05750 -6.55843
*
```

***

No. 4
The following is a quantum chemistry calculation of an isolated ion of composition CH2N4P and charge -1 at a distorted geometry, from the Open Molecules 2025 dataset.

Output
E_LUMO (spin up / spin down) (eV): 4.532 / 2.231
Frontier orbital gap (spin up / spin down) (eV): 4.4145 / 6.8576
HOMO energy (spin up / spin down) (eV): 0.118 / -4.627
F_max (eV/Å): 5.3
Energy relative to the best compared isomer or geometry (same formula, charge and spin) (kJ/mol): 280.0

ORCA input file:
```
! RIJCOSX wB97M-V def2-TZVPD def2/J DEFGRID3
* xyz -1 3
C -1.11136 -1.20328 -0.20830
N 3.12892 0.09587 -0.07635
N -1.10243 -2.26945 0.13068
N 1.05117 1.08043 0.17302
N 2.04619 0.45390 0.05062
P -0.86149 0.59413 -0.42634
H -0.76925 0.84272 0.92008
H -2.38174 0.40570 -0.56342
*
```

***

no.,molecular weight (g mol⁻¹)
1,98.17
2,914.41
3,378.50
4,101.03